{
  "formula": "C4H12",
  "method": "ωB97M-V with the def2-TZVPD basis set",
  "de_lowest_kj_mol": 116.3,
  "homo_lumo_gap_ev": [2.83, 11.86],
  "s_squared": 0.750,
  "charge": -1,
  "multiplicity": 2,
  "elements": ["H", "C", "H", "H", "H", "C", "H", "H", "H", "H", "C", "H", "H", "H", "H", "C"],
  "xyz": [[-1.084, 0.295, 0.084], [-0.941, -0.349, -0.860], [1.709, 1.351, -0.252], [-0.136, -1.028, -0.756], [0.705, 1.889, 0.940], [1.688, 1.498, 0.842], [-2.659, -1.707, -0.287], [-2.343, -1.711, -2.029], [2.411, 2.284, 1.260], [-3.064, -0.218, -1.140], [1.698, -0.110, 1.266], [0.691, -0.519, 1.282], [2.098, -0.562, 0.369], [2.382, -0.446, 2.120], [-0.835, 0.402, -1.757], [-2.322, -1.071, -1.082]],
  "nbo_charge": [0.171, -1.017, 0.205, 0.187, 0.203, -0.722, 0.189, 0.179, 0.197, 0.178, -0.744, 0.217, 0.190, 0.191, 0.173, -0.797]
}